# 1
{
  "formula": "C55H59BrClIN2O10S2",
  "method": "ωB97M-V/def2-TZVPD",
  "elements": ["C", "C", "O", "C", "C", "O", "C", "C", "C", "C", "C", "I", "O", "C", "O", "C", "C", "C", "C", "C", "S", "O", "O", "Cl", "N", "C", "S", "N", "C", "C", "C", "C", "C", "C", "C", "C", "C", "C", "C", "Br", "H", "H", "H", "H", "H", "H", "H", "H", "H", "H", "H", "H", "H", "H", "H", "H", "H", "H", "H", "H", "H", "H", "H", "H", "H", "H", "H", "H", "H", "H", "H", "H", "H", "H", "H", "H", "H", "H", "H", "H", "H", "H", "H", "O", "C", "C", "C", "C", "C", "C", "C", "C", "O", "C", "C", "C", "C", "C", "C", "H", "H", "H", "H", "H", "H", "H", "H", "O", "C", "C", "C", "C", "C", "C", "C", "C", "O", "C", "C", "C", "C", "C", "C", "H", "H", "H", "H", "H", "H", "H", "H"],
  "coordinates": [[-2.3648, 1.7445, 2.0051], [-3.7955, 0.9303, 1.7107], [-3.8010, 0.6399, 0.2658], [-4.4152, -0.6792, 0.0487], [-3.2921, -1.8975, -0.1787], [-1.9443, -1.3508, -0.3943], [-0.9135, -2.4297, -0.3881], [-0.1963, -2.6909, -1.8306], [-1.2365, -2.3605, -3.1020], [-1.3828, -0.7898, -3.5070], [-2.5521, -0.6469, -4.6913], [-1.9621, 0.9277, -6.1514], [0.9748, -1.8642, -2.1387], [1.1139, -0.6321, -1.3945], [2.0910, 0.2251, -2.1452], [0.3426, -4.2879, -1.8865], [-0.7543, -5.3097, -2.5817], [-2.2625, -5.3401, -2.0370], [-2.7644, -6.6013, -1.1342], [-2.3648, -8.0932, -1.6737], [-3.5977, -9.4483, -1.2368], [-2.8019, -10.8050, -1.3676], [-4.1073, -9.3159, 0.2189], [-5.1231, -9.5365, -2.6744], [1.3880, -4.1603, -3.0296], [2.0608, -5.3243, -3.2289], [2.5932, -6.8691, -3.8119], [1.0732, -4.7700, -0.7248], [0.8133, -6.0504, -0.0755], [-0.1151, -6.0295, 1.3151], [-0.4189, -4.7381, 2.2535], [-1.3183, -4.8184, 3.6541], [-1.9558, -6.2519, 4.1756], [-2.7923, -6.2561, 5.5939], [-1.6538, -7.5707, 3.2350], [-0.7510, -7.4888, 1.8298], [2.0772, -3.9766, -0.0206], [3.6532, -4.0651, -0.4525], [4.2607, -5.5633, -0.6961], [4.2058, -2.7196, -1.8776], [-1.7218, 1.0608, 2.7053], [-1.7987, 1.8657, 0.9847], [-2.6530, 2.7817, 2.4788], [-4.7361, 1.5140, 2.0904], [-3.7407, -0.0738, 2.3504], [-5.0795, -0.5912, -0.9369], [-5.1524, -0.9973, 0.9258], [-3.6584, -2.4556, -1.1617], [-3.3885, -2.5880, 0.7699], [-0.1715, -2.1267, 0.4970], [-1.4794, -3.3811, 0.0613], [-0.7545, -2.8852, -4.0603], [-2.3385, -2.7288, -2.8883], [-0.3884, -0.3756, -4.0216], [-1.6476, -0.0549, -2.6370], [-3.5420, -0.2833, -4.1828], [-2.7965, -1.6768, -5.2121], [0.1321, 0.0389, -1.3199], [1.5354, -0.7044, -0.3075], [2.4003, 0.8749, -1.4191], [-0.3731, -6.4405, -2.6246], [-0.7940, -5.0245, -3.7431], [-2.6418, -4.3579, -1.4720], [-2.9713, -5.3678, -3.0030], [-2.5189, -6.3865, -0.0106], [-3.9597, -6.5683, -1.1885], [-2.3673, -8.0307, -2.8659], [-1.2688, -8.3677, -1.3673], [1.8600, -6.4510, 0.3500], [0.4043, -6.9548, -0.6880], [0.0221, -3.6893, 1.9906], [-1.5248, -3.8647, 4.3150], [-3.8117, -5.6815, 5.5585], [-2.1117, -5.6619, 6.3734], [-2.8805, -7.3524, 6.0515], [-2.0783, -8.6008, 3.6054], [-0.5541, -8.4756, 1.1919], [1.8572, -2.8106, 0.1180], [2.0903, -4.3602, 1.1157], [4.2421, -3.6623, 0.5096], [4.7345, -5.9441, 0.3146], [5.1275, -5.5169, -1.5119], [3.5002, -6.3637, -1.0808], [4.5170, 3.4053, -0.1544], [5.2920, 4.1688, -0.7172], [6.2374, 3.6614, -1.7325], [6.2312, 2.3010, -2.0673], [7.0936, 1.8213, -3.0541], [7.9612, 2.6952, -3.7088], [7.9812, 4.0477, -3.3643], [7.1220, 4.5306, -2.3698], [7.1627, 5.9593, -1.9994], [7.9778, 6.7119, -2.5204], [6.2047, 6.4703, -0.9992], [6.2106, 7.8315, -0.6670], [5.2864, 8.3300, 0.2524], [4.3559, 7.4738, 0.8407], [4.3578, 6.1142, 0.5217], [5.2880, 5.6101, -0.3966], [5.5529, 1.6139, -1.5644], [7.0844, 0.7655, -3.3161], [8.6244, 2.3236, -4.4867], [8.6648, 4.7231, -3.8760], [6.9309, 8.5068, -1.1259], [5.2900, 9.3878, 0.5061], [3.6293, 7.8641, 1.5501], [3.6300, 5.4519, 0.9879], [-2.9545, 10.7176, 2.6254], [-2.8972, 9.4949, 2.6691], [-3.9770, 8.6738, 2.0844], [-5.0625, 9.2998, 1.4578], [-6.0664, 8.5305, 0.8680], [-5.9897, 7.1384, 0.9004], [-4.9181, 6.5127, 1.5395], [-3.9129, 7.2820, 2.1381], [-2.7925, 6.6116, 2.8274], [-2.7646, 5.3900, 2.9222], [-1.7035, 7.4314, 3.3944], [-0.6174, 6.8037, 4.0188], [0.4330, 7.5688, 4.5278], [0.4029, 8.9584, 4.4148], [-0.6854, 9.5867, 3.8057], [-1.7439, 8.8216, 3.2988], [-5.1262, 10.3860, 1.4239], [-6.9063, 9.0181, 0.3780], [-6.7657, 6.5388, 0.4296], [-4.8675, 5.4255, 1.5653], [-0.5847, 5.7190, 4.1063], [1.2773, 7.0795, 5.0087], [1.2263, 9.5542, 4.8030], [-0.7026, 10.6724, 3.7243]],
  "total_energy_ha": -7120.6193,
  "homo_ev": -8.637
}

---

# 2
{
  "formula": "C55H60BBrF5NNbO",
  "method": "ωB97M-V/def2-TZVPD",
  "elements": ["C", "C", "Nb", "B", "N", "O", "C", "Br", "C", "C", "C", "F", "F", "C", "C", "C", "C", "C", "C", "F", "F", "F", "C", "H", "H", "H", "H", "H", "H", "H", "H", "H", "H", "H", "H", "H", "H", "H", "H", "H", "H", "C", "C", "C", "C", "C", "C", "H", "H", "H", "H", "H", "H", "C", "C", "C", "C", "C", "C", "H", "H", "H", "H", "H", "H", "C", "C", "C", "C", "C", "C", "H", "H", "H", "H", "H", "H", "C", "C", "C", "C", "C", "C", "H", "H", "H", "H", "H", "H", "C", "C", "C", "C", "C", "C", "H", "H", "H", "H", "H", "H", "C", "C", "C", "C", "C", "C", "H", "H", "H", "H", "H", "H", "C", "C", "C", "C", "C", "C", "H", "H", "H", "H", "H", "H"],
  "coordinates": [[-3.5613, -2.9629, 2.1177], [-2.3643, -3.3903, 1.6072], [-0.5732, -2.0550, 1.1492], [-1.9426, -0.2068, 0.8833], [-2.3001, 0.7777, 1.9409], [-2.5181, -0.0180, -0.4237], [1.3055, -0.9695, 0.4437], [2.8256, -1.1026, 1.7510], [1.0600, 0.5114, -0.0544], [2.3585, 1.2062, -0.6694], [-0.2637, -1.5013, 3.3676], [-1.5145, -1.5371, 4.0778], [0.2130, -0.1749, 3.5767], [0.6332, -2.5434, 4.1435], [1.7813, -2.1436, 4.9718], [2.6105, -3.1684, 5.6389], [2.3272, -4.6033, 5.5053], [1.1558, -5.0089, 4.7044], [0.7343, -6.4805, 4.4754], [-0.1672, -6.8963, 5.4321], [1.8030, -7.3524, 4.3810], [0.0838, -6.5771, 3.2481], [0.3581, -3.9802, 4.0577], [-3.9739, -1.9300, 2.0662], [-4.1729, -3.7113, 2.7018], [-2.2757, -4.4881, 1.3734], [0.4699, -3.5696, 1.3180], [-0.8275, -2.5272, -0.6173], [-2.4674, 1.6721, 1.4513], [-3.2003, 0.4446, 2.3170], [-2.4511, -0.9038, -0.8358], [1.6871, -1.5303, -0.4638], [0.3432, 0.4212, -0.9245], [0.6862, 1.2003, 0.7476], [2.2412, 2.3294, -0.6284], [2.4426, 0.8684, -1.7372], [3.3067, 0.9350, -0.1428], [2.0606, -1.0726, 5.1180], [3.4995, -2.8854, 6.2432], [2.9570, -5.3849, 5.9893], [-0.5222, -4.3000, 3.4530], [1.5095, -4.9837, -1.3639], [1.8121, -4.5414, -2.6462], [1.5853, -5.3687, -3.7400], [1.0463, -6.6359, -3.5518], [0.7403, -7.0766, -2.2695], [0.9757, -6.2522, -1.1753], [1.6889, -4.3396, -0.5110], [2.2262, -3.5498, -2.7931], [1.8276, -5.0256, -4.7398], [0.8646, -7.2799, -4.4051], [0.3180, -8.0647, -2.1227], [0.7420, -6.5975, -0.1747], [1.1221, 5.5679, 2.7983], [2.3726, 6.1452, 2.6100], [3.5075, 5.3449, 2.5586], [3.3906, 3.9656, 2.6859], [2.1398, 3.3883, 2.8705], [1.0060, 4.1889, 2.9309], [0.2368, 6.1930, 2.8418], [2.4624, 7.2209, 2.5038], [4.4834, 5.7959, 2.4181], [4.2750, 3.3402, 2.6407], [2.0487, 2.3121, 2.9680], [0.0317, 3.7377, 3.0802], [-0.8074, -1.4579, -5.0112], [-1.3850, -1.1549, -3.7839], [-2.6059, -0.4909, -3.7354], [-3.2525, -0.1393, -4.9149], [-2.6752, -0.4467, -6.1428], [-1.4510, -1.1020, -6.1905], [0.1460, -1.9727, -5.0486], [-0.8813, -1.4368, -2.8639], [-3.0538, -0.2478, -2.7801], [-4.2067, 0.3743, -4.8772], [-3.1807, -0.1739, -7.0634], [-0.9985, -1.3368, -7.1473], [-6.5214, 4.7217, -6.8711], [-5.2682, 5.2950, -7.0481], [-4.1355, 4.4913, -7.0917], [-4.2566, 3.1125, -6.9679], [-5.5114, 2.5384, -6.7948], [-6.6428, 3.3434, -6.7421], [-7.4044, 5.3493, -6.8337], [-5.1740, 6.3701, -7.1512], [-3.1575, 4.9395, -7.2230], [-3.3735, 2.4851, -7.0066], [-5.6065, 1.4625, -6.7000], [-7.6201, 2.8963, -6.6016], [1.4819, 10.9070, 0.9041], [1.7777, 11.3442, -0.3813], [1.5480, 10.5111, -1.4693], [1.0133, 9.2433, -1.2729], [0.7142, 8.8070, 0.0118], [0.9523, 9.6372, 1.1014], [1.6642, 11.5559, 1.7530], [2.1885, 12.3357, -0.5351], [1.7850, 10.8500, -2.4712], [0.8298, 8.5952, -2.1219], [0.2958, 7.8186, 0.1646], [0.7241, 9.2949, 2.1043], [7.2140, 2.9596, 0.8197], [7.5103, 3.3987, -0.4650], [7.2812, 2.5669, -1.5543], [6.7463, 1.2987, -1.3594], [6.4468, 0.8613, -0.0752], [6.6842, 1.6895, 1.0148], [7.3957, 3.6076, 1.6699], [7.9211, 4.3905, -0.6175], [7.5184, 2.9071, -2.5558], [6.5627, 0.6516, -2.2092], [6.0277, -0.1271, 0.0769], [6.4550, 1.3454, 2.0167], [-6.0470, -7.2939, 4.3684], [-5.4800, -6.6304, 3.2868], [-4.0977, -6.5614, 3.1600], [-3.2820, -7.1643, 4.1103], [-3.8490, -7.8307, 5.1898], [-5.2313, -7.8922, 5.3216], [-7.1254, -7.3447, 4.4690], [-6.1161, -6.1657, 2.5419], [-3.6554, -6.0380, 2.3199], [-2.2056, -7.1144, 4.0089], [-3.2122, -8.3020, 5.9300], [-5.6732, -8.4075, 6.1669]],
  "total_energy_ha": -5416.7552,
  "homo_ev": -4.934,
  "charge": -1
}

---

# 3
{
  "formula": "C55H60F8O3P",
  "method": "ωB97M-V/def2-TZVPD",
  "elements": ["C", "C", "O", "C", "C", "O", "C", "C", "O", "C", "P", "H", "H", "H", "H", "H", "H", "H", "H", "H", "H", "H", "H", "H", "H", "H", "H", "H", "H", "H", "H", "F", "C", "C", "C", "C", "C", "C", "H", "H", "H", "H", "H", "F", "C", "C", "C", "C", "C", "C", "H", "H", "H", "H", "H", "F", "C", "C", "C", "C", "C", "C", "H", "H", "H", "H", "H", "F", "C", "C", "C", "C", "C", "C", "H", "H", "H", "H", "H", "F", "C", "C", "C", "C", "C", "C", "H", "H", "H", "H", "H", "F", "C", "C", "C", "C", "C", "C", "H", "H", "H", "H", "H", "F", "C", "C", "C", "C", "C", "C", "H", "H", "H", "H", "H", "F", "C", "C", "C", "C", "C", "C", "H", "H", "H", "H", "H"],
  "coordinates": [[-0.1841, -2.1622, 0.5682], [0.5478, -1.2156, -0.3624], [-0.3718, -0.4140, -1.0684], [-0.2295, 0.9439, -0.7802], [-1.3516, 1.4143, 0.1531], [-2.2794, 2.2878, -0.4387], [-3.4149, 1.5963, -0.9555], [-4.3696, 1.1330, 0.1382], [-4.4874, -0.2358, 0.3295], [-5.1559, -0.8457, -0.7648], [-5.1630, -2.7994, -0.6134], [-1.1763, -2.3041, 0.1857], [0.3486, -3.0941, 0.6093], [-0.1979, -1.7506, 1.5574], [1.2275, -0.6264, 0.2375], [1.1406, -1.7563, -1.0831], [-0.3019, 1.4769, -1.7131], [0.7305, 1.1949, -0.3546], [-0.8691, 1.9418, 0.9557], [-1.8326, 0.5703, 0.6110], [-3.9435, 2.3043, -1.5692], [-3.0989, 0.8088, -1.6181], [-5.3402, 1.5951, 0.0102], [-3.9672, 1.5430, 1.0534], [-6.2020, -0.5344, -0.7901], [-4.7069, -0.5812, -1.7161], [-6.6413, -2.8470, -0.6004], [-5.1379, -2.9416, -2.0837], [-3.6805, -2.7291, -0.5972], [-5.1713, -2.6153, 0.8547], [-5.0665, -4.2649, -0.4360], [-0.0124, 2.0519, -7.0436], [-0.2006, 3.0501, -6.1540], [0.2007, 4.3264, -6.4889], [0.0034, 5.3521, -5.5772], [-0.5808, 5.0842, -4.3478], [-0.9740, 3.7924, -4.0252], [-0.7875, 2.7653, -4.9390], [0.6607, 4.5083, -7.4514], [0.3043, 6.3566, -5.8251], [-0.7304, 5.8859, -3.6378], [-1.4213, 3.5725, -3.0642], [-1.0932, 1.7519, -4.7140], [-1.8799, 3.1632, 2.8494], [-2.4160, 4.3865, 2.6843], [-2.5755, 5.1918, 3.7944], [-3.1215, 6.4560, 3.6379], [-3.5093, 6.8926, 2.3806], [-3.3440, 6.0647, 1.2782], [-2.7884, 4.8014, 1.4206], [-2.2740, 4.8287, 4.7682], [-3.2435, 7.0983, 4.4987], [-3.9396, 7.8775, 2.2601], [-3.6498, 6.4035, 0.2982], [-2.6472, 4.1459, 0.5662], [1.5992, 7.9918, -5.7400], [2.0570, 8.8155, -6.7046], [1.9424, 8.4286, -8.0235], [2.4099, 9.2791, -9.0125], [2.9895, 10.4925, -8.6725], [3.0979, 10.8593, -7.3393], [2.6250, 10.0190, -6.3439], [1.4935, 7.4751, -8.2667], [2.3214, 8.9931, -10.0507], [3.3562, 11.1514, -9.4468], [3.5525, 11.8026, -7.0723], [2.6928, 10.2890, -5.2991], [2.4807, -2.4316, 2.2153], [2.2439, -2.7231, 3.5085], [2.9704, -2.0760, 4.4874], [2.7219, -2.3839, 5.8151], [1.7632, -3.3316, 6.1431], [1.0433, -3.9688, 5.1430], [1.2802, -3.6635, 3.8120], [3.7192, -1.3471, 4.2080], [3.2808, -1.8864, 6.5950], [1.5780, -3.5728, 7.1803], [0.2977, -4.7079, 5.3975], [0.7259, -4.1428, 3.0157], [-0.4737, 6.8757, 6.3672], [0.6608, 6.1665, 6.1898], [1.5388, 6.0342, 7.2454], [2.7010, 5.3014, 7.0608], [2.9724, 4.7219, 5.8302], [2.0770, 4.8709, 4.7813], [0.9087, 5.5943, 4.9601], [1.3113, 6.4996, 8.1947], [3.3957, 5.1828, 7.8802], [3.8811, 4.1536, 5.6895], [2.2865, 4.4228, 3.8208], [0.1940, 5.7148, 4.1568], [0.6378, -8.8227, -0.8036], [1.1415, -7.9578, -1.7104], [0.8574, -8.1410, -3.0476], [1.3727, -7.2473, -3.9720], [2.1668, -6.1901, -3.5520], [2.4430, -6.0260, -2.2034], [1.9246, -6.9135, -1.2736], [0.2387, -8.9725, -3.3559], [1.1513, -7.3751, -5.0219], [2.5675, -5.4942, -4.2755], [3.0618, -5.2044, -1.8711], [2.1200, -6.7981, -0.2198], [3.8427, -6.1702, 7.5998], [4.7142, -6.2055, 6.5685], [4.4703, -5.4237, 5.4591], [5.3714, -5.4616, 4.4063], [6.4901, -6.2797, 4.4715], [6.7126, -7.0602, 5.5960], [5.8222, -7.0225, 6.6580], [3.5873, -4.7972, 5.4249], [5.1978, -4.8505, 3.5317], [7.1871, -6.3087, 3.6456], [7.5812, -7.7015, 5.6476], [5.9807, -7.6177, 7.5471], [-3.8063, -4.7269, -3.6070], [-3.6491, -5.9288, -3.0454], [-4.6254, -6.8875, -3.2330], [-4.4650, -8.1377, -2.6611], [-3.3390, -8.4183, -1.9059], [-2.3676, -7.4454, -1.7230], [-2.5170, -6.1893, -2.2968], [-5.5002, -6.6476, -3.8209], [-5.2222, -8.8959, -2.8070], [-3.2170, -9.3962, -1.4591], [-1.4929, -7.6668, -1.1309], [-1.7691, -5.4184, -2.1722]],
  "total_energy_ha": -3497.5796,
  "homo_ev": -2.932,
  "charge": -1
}

---

| no. | largest force on an atom (eV/Å) | HOMO-LUMO gap (eV) |
| --- | --- | --- |
| 1 | 9.0 | 7.3193 |
| 2 | 2.6 | 6.1399 |
| 3 | 1.4 | 4.8278 |